# C15H21AlF3O11S

A molecular structure, C15H21AlF3O11S at a distorted geometry (wB97M-V/def2-TZVPD, the OMol25 dataset).

Geometry as XYZ:
```
52
Properties=species:S:1:pos:R:3:forces:R:3:mulliken_charge:R:1
Al 0.518812 -0.376639 -1.012825 -0.996 1.589 1.936 1.500
C -0.788276 1.852874 3.104179 -0.966 1.205 0.079 -0.933
C -0.305553 1.129992 1.844397 1.361 -2.290 -1.547 1.015
O -0.352188 -0.122855 1.849778 -0.460 0.316 0.325 -0.507
O 0.166087 1.785214 0.886173 -0.259 1.014 -0.336 -0.520
H -1.791403 2.223997 2.870387 -0.196 -0.571 -0.130 0.198
H -0.327125 2.818845 3.303664 0.853 -0.442 -0.067 0.378
H -0.830775 1.182171 3.954066 0.210 -0.009 -0.095 0.329
C -3.239885 3.476336 -1.300169 1.444 0.293 -1.029 0.641
F -3.917224 4.251809 -2.127641 -0.309 0.173 0.301 -0.200
F -2.932044 4.131574 -0.190539 0.056 -0.007 0.038 -0.218
F -3.964011 2.420824 -0.987291 -0.004 -0.423 -0.061 -0.207
S -1.647163 3.070630 -2.350069 0.544 0.964 -0.540 1.060
O -0.948185 1.913177 -1.726248 0.224 -0.108 0.584 -0.426
O -2.174680 2.789689 -3.652322 -0.335 -0.664 0.042 -0.551
O -0.797122 4.260463 -2.365136 -0.870 -1.056 1.005 -0.547
O 2.789807 1.222875 -1.902312 -0.763 -0.772 1.000 -0.527
C 3.872310 1.674537 -2.172100 0.318 0.663 -1.061 0.420
O 4.667477 2.319422 -1.301993 -1.286 -1.017 0.346 -0.332
C 5.888931 2.712432 -1.901226 0.512 0.258 -0.338 -0.370
C 5.621437 2.711995 -3.402696 -0.591 0.290 -1.160 -0.511
C 4.413015 1.766622 -3.596941 1.362 -0.409 1.212 -0.396
H 6.669726 1.990215 -1.649663 -0.159 -0.138 0.007 0.248
H 6.187408 3.649176 -1.433209 -0.158 0.138 -0.322 0.298
H 6.501322 2.354105 -3.932852 -0.070 0.145 -0.125 0.347
H 5.275710 3.634935 -3.869285 0.651 0.508 0.573 0.251
H 4.844407 0.829505 -3.951054 -0.646 -0.378 0.180 0.239
H 3.594392 2.070174 -4.242043 0.217 0.200 -0.124 0.338
O -2.379675 -0.288618 -0.402396 0.175 -0.712 -0.307 -0.462
C -3.355247 -0.345887 0.298870 -1.438 -0.057 0.392 0.285
O -4.402131 -1.186081 0.175088 0.621 -0.756 -1.613 -0.423
C -5.445689 -0.976250 1.127300 -0.561 -1.993 1.076 -0.568
C -5.112155 0.314773 1.816737 -1.541 1.655 -1.205 -0.651
C -3.690394 0.506271 1.448386 1.919 1.041 2.020 0.331
H -5.488894 -1.856902 1.782819 0.927 0.192 0.412 0.256
H -6.433865 -1.167588 0.703951 0.163 1.156 -0.841 0.356
H -5.352928 0.456773 2.866526 0.107 -0.569 0.036 0.420
H -5.633832 1.128868 1.299199 -0.389 -0.152 0.120 0.221
H -3.110995 0.143723 2.307706 0.496 0.041 -0.298 0.164
H -3.390182 1.537213 1.263399 -0.039 -0.061 0.053 0.036
O 0.964285 -2.717310 0.510594 -0.022 0.506 0.551 -0.538
C 1.287928 -3.837064 0.887767 -0.923 1.651 -0.629 0.345
O 1.868298 -4.622549 0.012541 0.195 -1.519 0.114 -0.366
C 1.747055 -6.008605 0.457495 0.707 -0.084 0.709 -0.351
C 1.495168 -5.908558 1.987942 -2.497 -1.911 -1.113 -0.556
C 1.025656 -4.465184 2.249107 2.544 -0.429 -0.220 -0.315
H 2.649702 -6.587133 0.269354 0.294 0.559 -0.222 0.279
H 0.979941 -6.511771 -0.128354 -0.366 0.395 0.148 0.264
H 2.276572 -6.425725 2.537862 0.404 1.054 0.332 0.379
H 0.645405 -6.577613 2.157467 -0.037 0.000 0.150 0.242
H 1.798990 -4.121357 2.940992 -0.264 0.872 -0.055 0.218
H 0.061779 -4.227519 2.684619 -0.160 -0.348 -0.305 0.420
```
Forces are in eV/Å.

Values from the calculation:
relative energy (zero: lowest compared OMol25 entry of this formula, charge and spin)	0.00	kcal/mol
total charge	+1
frontier orbital gap	3.6	eV
molecular weight	493.4	g/mol
electronic energy	-2351.5938	Eh